Version 1
C5H16N3S | wB97M-V/def2-TZVPD

The total charge is +1. For the molar mass, the calculation gives 150.3 g mol⁻¹. Its frontier orbital gap is 10.4 eV. Its HOMO energy is -12.94 eV.

Atoms and positions in Å:
C 0.166 -0.002 2.656
N -0.881 -0.783 2.933
N 1.387 -0.524 2.615
N -0.021 1.302 2.422
C 1.680 -1.933 2.857
H -0.741 -1.780 3.113
H -1.822 -0.384 2.966
H 2.166 0.102 2.399
H 0.778 1.903 2.209
H -0.964 1.698 2.455
H 2.768 -2.083 2.758
H 1.168 -2.581 2.126
H 1.374 -2.238 3.872
S 2.669 1.804 1.982
C 3.886 2.820 2.838
C 2.361 1.286 -0.684
C 3.246 2.061 0.285
H 4.911 2.452 2.667
H 3.670 2.772 3.919
H 3.831 3.873 2.515
H 2.710 1.440 -1.719
H 2.395 0.207 -0.458
H 1.315 1.628 -0.610
H 3.221 3.145 0.060
H 4.298 1.726 0.211

natural (NBO) atomic charge list, values in e, 5 entries: atom 1 (C): 0.672, atom 2 (N): -0.777, atom 3 (N): -0.599, atom 4 (N): -0.805, atom 5 (C): -0.440

Version 2
C5H16N3S | wB97M-V/def2-TZVPD

The total charge is +1. For the molar mass, the calculation gives 150.3 g mol⁻¹. Its frontier orbital gap is 8.1 eV. Its HOMO energy is -11.17 eV.

Atoms and positions in Å:
C 1.775 0.691 -0.035
C 0.413 1.484 -1.905
N 1.213 0.580 -1.351
N -0.115 1.218 -3.108
N 0.224 2.617 -1.290
H 1.404 -0.288 -1.807
H -0.656 1.921 -3.546
H -0.409 0.276 -3.320
H -0.546 3.173 -1.625
H 0.879 2.896 -0.581
H 2.574 1.433 0.103
H 2.272 -0.234 0.257
H 1.054 0.903 0.749
C -0.357 -2.278 2.294
C -0.270 -0.765 2.646
C -1.688 -1.293 -0.234
S -1.261 -2.715 0.775
H 0.676 -2.585 2.217
H -0.948 -2.772 3.057
H -0.543 -0.173 1.772
H 0.725 -0.489 2.939
H -2.508 -1.702 -0.801
H -0.947 -1.008 -0.981
H -2.025 -0.422 0.323
H -0.939 -0.468 3.451

natural (NBO) atomic charge list, values in e, 5 entries: atom 1 (C): -0.463, atom 2 (C): 0.675, atom 3 (N): -0.543, atom 4 (N): -0.759, atom 5 (N): -0.750

Energy relative to the most stable one, in kJ/mol: version 1 0.0; version 2 51.5

Version 1
H22KrO11 | wB97M-V/def2-TZVPD

For the molar mass, the calculation gives 282.0 g mol⁻¹. Its frontier orbital gap is 10.0 eV. Its HOMO energy is -10.19 eV.

Atoms and positions in Å:
Kr 0.374 -0.630 0.417
O -2.607 1.946 -1.287
H -1.723 2.263 -1.470
H -2.511 1.406 -0.502
O -1.824 -1.093 2.863
H -1.328 -0.467 3.391
H -2.227 -0.561 2.176
O 1.651 0.355 -2.689
H 2.195 0.671 -3.411
H 2.217 0.411 -1.919
O -0.084 2.411 -2.232
H -0.161 2.905 -3.048
H 0.478 1.669 -2.453
O -3.077 0.601 0.997
H -4.014 0.536 0.810
H -2.990 1.402 1.514
O -1.219 -1.764 -3.469
H -1.474 -1.681 -2.550
H -1.465 -0.928 -3.864
O -0.894 -3.693 2.841
H -1.121 -2.767 2.751
H -0.034 -3.689 3.261
O -2.456 -2.167 -0.761
H -3.197 -2.761 -0.642
H -2.561 -1.511 -0.072
O 2.088 2.686 1.969
H 2.509 2.226 1.243
H 2.137 2.072 2.703
O 3.043 1.269 -0.343
H 3.418 0.526 0.130
H 3.800 1.745 -0.683
O 4.041 -0.900 1.501
H 4.054 -1.800 1.173
H 4.961 -0.688 1.654

natural (NBO) atomic charge list, values in e, 5 entries: atom 1 (Kr): 0.001, atom 2 (O): -0.995, atom 3 (H): 0.493, atom 4 (H): 0.464, atom 5 (O): -0.966

Version 2
H22KrO11 | wB97M-V/def2-TZVPD

For the molar mass, the calculation gives 282.0 g mol⁻¹. Its frontier orbital gap is 10.2 eV. Its HOMO energy is -10.27 eV.

Atoms and positions in Å:
Kr -0.821 0.431 0.223
O -0.167 2.904 2.872
H 0.494 2.267 3.143
H -0.980 2.588 3.264
O -3.883 1.347 -1.865
H -3.733 1.625 -2.768
H -4.823 1.173 -1.820
O 3.280 -0.076 -0.927
H 2.672 0.412 -1.482
H 3.002 -0.989 -1.011
O -0.631 -1.407 3.477
H -0.344 -2.087 4.086
H -0.058 -0.663 3.661
O -1.741 -0.454 -2.567
H -1.716 -0.611 -3.511
H -2.603 -0.069 -2.410
O -4.155 2.989 0.985
H -4.018 2.173 1.467
H -3.433 3.023 0.358
O 1.850 -2.478 -0.363
H 1.648 -3.200 -0.958
H 1.502 -2.759 0.483
O 1.127 -1.123 -2.694
H 0.206 -0.884 -2.589
H 1.359 -1.552 -1.870
O 3.292 0.714 1.683
H 3.089 0.633 0.751
H 3.564 1.625 1.792
O 1.712 1.592 -2.514
H 1.123 2.289 -2.803
H 1.329 0.791 -2.872
O 0.968 -3.358 2.091
H 0.375 -2.683 2.420
H 0.513 -4.182 2.266

natural (NBO) atomic charge list, values in e, 5 entries: atom 1 (Kr): 0.000, atom 2 (O): -0.932, atom 3 (H): 0.469, atom 4 (H): 0.464, atom 5 (O): -0.943

Energy relative to the most stable one, in kJ/mol: version 1 0.0; version 2 9.1

Version 1
C3H2O2S2 | wB97M-V/def2-TZVPD

As for the structure (SMILES): O=C1OCC(=S)S1. For the molar mass, the calculation gives 134.2 g mol⁻¹. Its frontier orbital gap is 8.6 eV. Its HOMO energy is -9.43 eV.

Atoms and positions in Å:
C 0.859 -0.789 0.203
C -0.271 -0.035 0.909
C -0.624 0.745 -1.262
H -0.811 -0.721 1.559
H 0.236 0.802 1.416
O -1.196 0.504 -0.064
O -1.107 1.374 -2.155
S 2.065 -1.625 0.849
S 0.850 -0.254 -1.456

natural (NBO) atomic charge list, values in e, 5 entries: atom 1 (C): -0.345, atom 2 (C): -0.152, atom 3 (C): 0.629, atom 4 (H): 0.237, atom 5 (H): 0.227

Version 2
C3H2O2S2 | wB97M-V/def2-TZVPD

As for the structure (SMILES): O=CC(=S)C(O)=S. For the molar mass, the calculation gives 134.2 g mol⁻¹. Its frontier orbital gap is 7.4 eV. Its HOMO energy is -9.38 eV.

Atoms and positions in Å:
C 0.766 -0.563 0.119
C -0.636 -0.336 -0.292
C -0.974 1.110 -0.466
H 1.965 -0.620 1.573
H -2.027 1.280 -0.846
O 0.980 -0.598 1.411
O -0.207 1.981 -0.202
S 1.951 -0.780 -0.978
S -1.817 -1.474 -0.319

natural (NBO) atomic charge list, values in e, 5 entries: atom 1 (C): 0.185, atom 2 (C): -0.281, atom 3 (C): 0.376, atom 4 (H): 0.512, atom 5 (H): 0.137

Energy relative to the most stable one, in kJ/mol: version 1 0.0; version 2 119.0

Version 1
CH3N2S | wB97M-V/def2-TZVPD

The total charge is +1. For the molar mass, the calculation gives 75.1 g mol⁻¹. Its frontier orbital gap (alpha / beta) is 6.9 / 10.3 eV. Its HOMO energy (alpha / beta) is -14.73 / -15.66 eV.

Atoms and positions in Å:
C -0.336 -0.064 -0.291
N -0.014 -1.290 -0.551
N 0.092 1.126 -0.059
S -1.733 -1.075 -0.425
H 1.431 -1.928 1.308
H 1.090 1.325 -0.106
H -0.530 1.906 0.124

natural (NBO) atomic charge list, values in e, 5 entries: atom 1 (C): 0.321, atom 2 (N): -0.335, atom 3 (N): -0.693, atom 4 (S): 0.745, atom 5 (H): 0.045

Version 2
CH3N2S | wB97M-V/def2-TZVPD

The total charge is +1. For the molar mass, the calculation gives 75.1 g mol⁻¹. Its frontier orbital gap (alpha / beta) is 7.9 / 7.9 eV. Its HOMO energy (alpha / beta) is -15.26 / -15.26 eV.

Atoms and positions in Å:
C -1.467 -0.889 -0.206
N -0.241 -0.241 0.205
N 1.064 0.088 -0.287
S -2.033 0.664 0.093
H -0.156 -0.466 1.201
H 1.341 0.001 -1.212
H 1.492 0.843 0.205

natural (NBO) atomic charge list, values in e, 5 entries: atom 1 (C): 0.047, atom 2 (N): -0.343, atom 3 (N): -0.520, atom 4 (S): 0.519, atom 5 (H): 0.457

Version 3
CH3N2S | wB97M-V/def2-TZVPD

The total charge is +1. For the molar mass, the calculation gives 75.1 g mol⁻¹. Its frontier orbital gap is 9.3 eV. Its HOMO energy is -15.07 eV.

Atoms and positions in Å:
C 0.322 -0.047 0.157
N 0.835 1.159 0.241
N -0.801 -0.670 0.128
S 1.972 -0.175 -0.109
H 0.419 1.828 -0.822
H -1.813 -0.456 0.343
H -0.933 -1.638 0.063

natural (NBO) atomic charge list, values in e, 5 entries: atom 1 (C): 0.342, atom 2 (N): -0.572, atom 3 (N): -0.691, atom 4 (S): 0.562, atom 5 (H): 0.444

Energy relative to the most stable one, in kJ/mol: version 1 205.9; version 2 275.6; version 3 0.0

Version 1
C3H7ClN2S | wB97M-V/def2-TZVPD

As for the structure (SMILES): CS/C(CCl)=N\N. For the molar mass, the calculation gives 138.6 g mol⁻¹. Its frontier orbital gap is 9.6 eV. Its HOMO energy is -8.99 eV.

Atoms and positions in Å:
C -1.722 -0.386 0.971
C 0.821 -0.061 -0.103
C 1.438 -1.151 -0.788
H -2.398 -0.731 1.821
H -2.046 0.538 0.559
H -1.856 -1.300 0.239
H 2.075 -0.682 -1.613
H 2.107 -1.782 -0.125
H 0.240 2.210 0.731
H 0.240 2.879 -0.765
N 0.715 1.004 -0.764
N 0.097 2.058 -0.275
S 0.075 -0.286 1.527
Cl 0.215 -2.309 -1.416

natural (NBO) atomic charge list, values in e, 5 entries: atom 1 (C): -0.728, atom 2 (C): -0.007, atom 3 (C): -0.408, atom 4 (H): 0.233, atom 5 (H): 0.221

Version 2
C3H7ClN2S | wB97M-V/def2-TZVPD

As for the structure (SMILES): C/N=C(/CCl)NS. For the molar mass, the calculation gives 138.6 g mol⁻¹. Its frontier orbital gap is 10.1 eV. Its HOMO energy is -9.45 eV.

Atoms and positions in Å:
C 1.246 -0.722 -1.432
C -0.127 -0.273 0.445
C -0.683 -0.672 1.818
H 2.052 0.003 -1.404
H 0.461 -0.298 -2.081
H 1.636 -1.629 -1.851
H -0.400 -1.706 1.926
H -0.267 -0.063 2.625
H -1.514 1.258 0.525
H -0.118 2.433 -1.815
N 0.762 -1.014 -0.111
N -0.739 0.924 -0.083
S 0.150 2.342 -0.511
Cl -2.458 -0.582 1.950

natural (NBO) atomic charge list, values in e, 5 entries: atom 1 (C): -0.445, atom 2 (C): 0.411, atom 3 (C): -0.424, atom 4 (H): 0.209, atom 5 (H): 0.186

Energy relative to the most stable one, in kJ/mol: version 1 53.5; version 2 0.0

Version 1
C5H14NO | wB97M-V/def2-TZVPD

As for the spin multiplicity: 2. For the molar mass, the calculation gives 104.2 g mol⁻¹. Its frontier orbital gap (alpha / beta) is 9.3 / 9.5 eV. Its HOMO energy (alpha / beta) is -8.30 / -9.61 eV.

Atoms and positions in Å:
C 0.191 0.588 0.924
O -0.688 -0.441 1.494
C -0.339 0.999 -0.392
C -0.667 0.012 -1.482
C -0.034 0.437 -2.806
C 1.500 0.502 -2.771
N -0.174 -1.707 4.130
H 1.129 0.040 0.852
H 0.268 1.418 1.616
H -1.564 -0.089 1.521
H -0.964 1.887 -0.453
H -0.372 -1.002 -1.201
H -1.755 -0.035 -1.589
H -0.438 -0.070 -3.679
H -0.342 1.485 -2.950
H 1.852 0.524 -3.805
H 1.980 1.272 -2.177
H 1.878 -0.465 -2.412
H 0.092 -0.936 4.750
H 0.578 -2.355 4.357
H -0.113 -1.424 3.175

natural (NBO) atomic charge list, values in e, 5 entries: atom 1 (C): -0.151, atom 2 (O): -0.733, atom 3 (C): -0.082, atom 4 (C): -0.476, atom 5 (C): -0.387

Version 2
C5H14NO | wB97M-V/def2-TZVPD

As for the spin multiplicity: 2. For the molar mass, the calculation gives 104.2 g mol⁻¹. Its frontier orbital gap (alpha / beta) is 5.5 / 6.8 eV. Its HOMO energy (alpha / beta) is -4.73 / -6.34 eV.

Atoms and positions in Å:
C 1.009 1.130 -1.529
C 0.150 1.655 -0.378
C -0.843 0.637 0.178
C -0.372 -0.309 1.257
C -0.868 -1.581 1.573
N 0.955 0.097 1.899
H 1.850 1.788 -1.730
H 0.394 1.142 -2.433
H 1.371 0.112 -1.368
H -0.367 2.547 -0.739
H 0.834 2.040 0.397
H -1.747 1.147 0.529
H -1.179 -0.001 -0.651
H -1.084 -1.799 2.621
H -0.948 -2.392 0.855
H 1.758 0.105 1.248
H 1.190 -0.562 2.639
H 0.909 1.031 2.319
H -1.733 -2.446 -2.142
H -0.409 -2.197 -2.697
O -0.865 -2.144 -1.848

natural (NBO) atomic charge list, values in e, 5 entries: atom 1 (C): -0.612, atom 2 (C): -0.394, atom 3 (C): -0.468, atom 4 (C): -0.057, atom 5 (C): -0.708

Energy relative to the most stable one, in kJ/mol: version 1 0.0; version 2 219.7